# C22H20N4O3PbS

A molecular structure, C22H20N4O3PbS (ωB97M-V with the def2-TZVPD basis set, the OMol25 dataset).

Atoms and positions in Å:
Pb (0.19110, 0.97423, 1.11435)
S (0.70119, -0.50969, 3.33325)
O (-1.77112, 2.06330, 0.08608)
O (-6.08848, 3.72670, 1.12720)
O (-1.44616, -0.71358, 0.64452)
N (3.17772, -0.80330, 4.17017)
N (2.33213, -0.35808, 0.84004)
N (3.05575, -0.67328, 1.92204)
N (0.69094, 0.18966, -1.20691)
C (5.21118, -1.07585, -0.13710)
C (2.73980, -0.72249, -0.32561)
C (-5.60006, 5.05318, 1.08428)
C (0.21488, 0.36173, -3.52921)
C (-5.19456, 2.73211, 0.93063)
C (1.47296, -0.14424, -3.82206)
C (3.85950, -2.78925, -1.14265)
C (3.96268, -1.53516, -0.54516)
C (-3.34915, -1.97295, 0.11895)
C (-3.88092, 2.92468, 0.59101)
C (2.32600, -0.49141, -2.78965)
C (6.34006, -1.85384, -0.33762)
C (-4.88511, 0.35846, 0.91195)
C (-5.71229, 1.42555, 1.08306)
C (-2.68085, -0.66050, 0.47910)
C (6.23151, -3.10260, -0.93254)
C (1.89826, -0.33369, -1.47067)
C (-0.12639, 0.52775, -2.19777)
C (-3.50716, 0.50527, 0.62054)
C (2.41386, -0.64725, 3.06697)
C (4.98795, -3.57121, -1.33100)
C (-2.98127, 1.82964, 0.43319)
H (-4.76304, 5.18743, 1.77376)
H (-3.46363, 3.90873, 0.42750)
H (2.72277, -1.00168, 5.04077)
H (-5.29098, -0.63591, 1.04639)
H (2.88649, -3.15371, -1.45132)
H (4.89657, -4.55033, -1.78358)
H (1.79159, -0.26087, -4.84977)
H (-3.81042, -2.42059, 1.00118)
H (-0.47766, 0.63291, -4.31307)
H (5.29144, -0.10872, 0.34085)
H (4.14787, -1.04075, 4.04889)
H (3.31547, -0.87727, -2.98729)
H (-6.42641, 5.69023, 1.38806)
H (7.11322, -3.71168, -1.08512)
H (-1.07448, 0.95957, -1.89294)
H (-2.59493, -2.66200, -0.25431)
H (7.31015, -1.49066, -0.02289)
H (-6.75620, 1.30855, 1.34077)
H (-5.28160, 5.33175, 0.07629)
H (-4.12012, -1.81888, -0.63353)

Computed properties:
maximum force	0.72	eV/Å
charge	0
total energy	-1886.16228	hartree
HOMO-LUMO gap	7.0	eV
E_HOMO	-0.2697	Ha